Below is C42H52As4F9NPReSe as an isolated structure at a distorted geometry, with properties calculated with ωB97M-V with the def2-TZVPD basis set.

CARTESIAN COORDINATES (ANGSTROEM)
Re (0.0025, 0.0176, 0.0553)
C (0.5417, -0.0128, 4.2759)
As (-0.5018, 0.4171, 2.6585)
C (-0.7613, 2.2951, 3.0889)
C (-2.3054, -0.2271, 3.1491)
C (-2.6388, -1.7228, 3.0391)
C (-1.5673, -2.5537, 3.7357)
C (-2.7789, -2.1428, 1.5764)
As (-1.2314, -2.1810, 0.3448)
C (-2.2337, -2.9755, -1.1149)
C (-0.2418, -3.7858, 0.8759)
C (-4.0106, -1.8837, 3.7344)
As (-4.7795, -3.6708, 4.2963)
C (-4.3989, -5.0960, 2.9897)
C (-3.7783, -4.2157, 5.8918)
H (-0.1615, -0.0379, 5.1113)
H (1.2448, 0.8017, 4.4675)
H (1.0907, -0.9541, 4.2318)
H (-0.9551, 2.3867, 4.1606)
H (-1.6048, 2.7314, 2.5489)
H (0.1399, 2.8729, 2.8579)
H (-3.0235, 0.3475, 2.5534)
H (-2.4126, 0.1086, 4.1886)
H (-0.5878, -2.3138, 3.3059)
H (-1.7524, -3.6191, 3.5949)
H (-1.5482, -2.3380, 4.8036)
H (-3.5192, -1.5056, 1.0798)
H (-3.1525, -3.1741, 1.5328)
H (-2.5903, -3.9514, -0.7662)
H (-1.6124, -3.1364, -1.9951)
H (-3.0966, -2.3587, -1.3691)
H (-0.9485, -4.5335, 1.2447)
H (0.5109, -3.5902, 1.6396)
H (0.2411, -4.1872, -0.0167)
H (-4.7866, -1.4231, 3.1168)
H (-4.0034, -1.3427, 4.6857)
H (-4.8747, -4.8826, 2.0342)
H (-4.8276, -6.0185, 3.3816)
H (-3.3261, -5.2427, 2.8626)
H (-3.5849, -3.3537, 6.5279)
H (-2.8457, -4.7097, 5.6181)
H (-4.3836, -4.9229, 6.4593)
Se (-0.5388, 2.4931, -0.2092)
C (-1.9331, 1.3786, -0.1470)
N (-2.6174, 0.4343, -0.0857)
C (3.7967, 0.2305, -0.9769)
As (2.4777, -0.5213, 0.2393)
C (3.1935, -2.3535, 0.1939)
C (3.1608, 0.2810, 1.9390)
C (4.2428, -0.5093, 2.5919)
C (3.9321, -1.7189, 3.2273)
C (4.8959, -2.4152, 3.9256)
C (6.1962, -1.9204, 3.9888)
C (6.5196, -0.7302, 3.3487)
C (5.5567, -0.0352, 2.6384)
H (4.7686, -0.1445, -0.6308)
H (3.8097, 1.3190, -0.9413)
H (3.6242, -0.0990, -2.0036)
H (4.1498, -2.3454, 0.7283)
H (3.3887, -2.6230, -0.8476)
H (2.5305, -3.0879, 0.6478)
H (2.2912, 0.3629, 2.5979)
H (3.5148, 1.2857, 1.6777)
H (2.9165, -2.0997, 3.1562)
H (4.6541, -3.3410, 4.4204)
H (6.9592, -2.4745, 4.5134)
H (7.5281, -0.3554, 3.4075)
H (5.8056, 0.8917, 2.1410)
F (3.2922, 4.8377, -5.6755)
C (3.9981, 3.8320, -5.1482)
F (4.6890, 3.2559, -6.1280)
F (4.8716, 4.3649, -4.2880)
C (3.0715, 2.8504, -4.4583)
C (2.5085, 1.8009, -5.1720)
C (1.6276, 0.9401, -4.5444)
C (1.3033, 1.1216, -3.2011)
C (1.8865, 2.1710, -2.4960)
C (2.7619, 3.0401, -3.1196)
P (0.0416, 0.0317, -2.4495)
C (0.3028, -1.5811, -3.2558)
C (0.9986, -2.5470, -2.5338)
C (1.3129, -3.7650, -3.1068)
C (0.9229, -4.0175, -4.4167)
C (0.2017, -3.0741, -5.1395)
C (-0.1096, -1.8549, -4.5617)
C (1.2358, -5.3607, -5.0464)
F (0.1713, -6.1715, -4.9448)
F (1.5440, -5.2459, -6.3328)
F (2.2507, -5.9640, -4.4221)
C (-1.5154, 0.6480, -3.1577)
C (-1.7093, 2.0078, -3.3979)
C (-2.9154, 2.4527, -3.9155)
C (-3.9257, 1.5381, -4.1837)
C (-3.7411, 0.1825, -3.9385)
C (-2.5419, -0.2593, -3.4176)
C (-5.2590, 1.9693, -4.7597)
F (-5.4383, 1.4489, -5.9753)
F (-6.2642, 1.5264, -3.9895)
F (-5.3740, 3.2888, -4.8517)
H (2.7566, 1.6561, -6.2116)
H (1.1978, 0.1253, -5.1037)
H (1.6792, 2.3197, -1.4413)
H (3.2079, 3.8551, -2.5709)
H (1.2735, -2.3209, -1.5044)
H (1.8658, -4.5112, -2.5559)
H (-0.1132, -3.2842, -6.1513)
H (-0.6793, -1.1327, -5.1296)
H (-0.9105, 2.7182, -3.2156)
H (-3.0651, 3.5048, -4.1106)
H (-4.5305, -0.5204, -4.1571)
H (-2.3889, -1.3138, -3.2480)

Output
2S+1 ... 4
Net charge ... +3
HOMO level (spin up / spin down) ... -14.1 / -14.0 eV
<S²> ... 3.79
Energy ... -390439.5316 eV